{"formula": "C30H20AsCl2N3O9SW", "method": "ωB97M-V/def2-TZVPD", "homo_energy_ev": -8.61, "charge": 0, "e_above_lowest_ev": 0.957, "lumo_energy_ha": -0.0484, "energy_ha": -5618.2665, "species": ["W", "O", "As", "O", "O", "C", "C", "C", "C", "C", "C", "S", "O", "O", "O", "H", "H", "H", "H", "H", "Cl", "C", "C", "C", "Cl", "C", "C", "C", "C", "N", "C", "C", "O", "H", "H", "H", "H", "O", "C", "N", "C", "C", "O", "N", "C", "C", "C", "C", "C", "C", "C", "C", "C", "C", "C", "C", "H", "H", "H", "H", "H", "H", "H", "H", "H", "H", "H"], "xyz": [[-2.153169, -0.131895, 0.474293], [-3.850675, 0.634160, 0.871852], [-3.828690, -1.464703, 3.500400], [-3.655318, -1.451606, 5.109004], [-1.719803, -0.383963, 2.096886], [-2.819823, -3.161908, 3.077231], [-2.519761, -3.910696, 4.213346], [-1.915536, -5.156085, 4.123060], [-1.604821, -5.697253, 2.885162], [-1.888882, -4.981341, 1.735608], [-2.484763, -3.727794, 1.846525], [-2.670407, -2.899705, 0.308542], [-3.032793, -3.847458, -0.688488], [-1.415420, -2.121803, 0.019883], [-3.604287, -1.722337, 0.475134], [-3.925908, 1.567490, 0.639828], [-2.763117, -3.484314, 5.178999], [-1.693443, -5.705276, 5.029060], [-1.142857, -6.671831, 2.804228], [-1.654287, -5.387135, 0.761096], [-1.539027, 4.648591, -0.844269], [-1.688718, 3.330796, -1.945399], [-1.589948, 3.573102, -3.330270], [-1.749427, 2.557847, -4.224788], [-1.614655, 2.883763, -5.922864], [-2.046100, 1.242496, -3.786730], [-2.289173, 0.135929, -4.627795], [-2.615493, -1.067001, -4.073887], [-2.686980, -1.193519, -2.678421], [-2.455384, -0.188874, -1.866017], [-2.130524, 1.023140, -2.402853], [-1.914686, 2.062829, -1.465652], [-2.039586, 1.792558, -0.169707], [-1.389293, 4.578565, -3.671891], [-2.220965, 0.258673, -5.699843], [-2.809715, -1.933980, -4.688063], [-2.928763, -2.148653, -2.235393], [0.200516, -1.136089, -2.107774], [0.619107, -0.484868, -1.179082], [1.929891, -0.158382, -0.973029], [2.110165, 0.830626, 0.073483], [0.663703, 0.936534, 0.603861], [0.319501, 1.618592, 1.529212], [-0.140061, 0.095484, -0.140157], [2.603227, 2.141128, -0.524601], [1.759056, 3.222841, -0.730525], [2.228272, 4.365790, -1.363750], [3.544310, 4.436381, -1.794522], [4.395911, 3.360594, -1.580607], [3.928222, 2.221819, -0.944445], [3.003655, 0.343027, 1.206687], [3.350224, 1.234028, 2.219703], [4.134836, 0.811731, 3.278633], [4.585779, -0.501676, 3.334846], [4.240370, -1.389339, 2.329655], [3.446833, -0.969848, 1.268105], [2.552086, -0.212963, -1.762819], [0.738622, 3.195046, -0.376710], [1.557666, 5.203512, -1.510379], [3.910354, 5.328909, -2.285176], [5.427898, 3.412838, -1.902899], [4.599349, 1.390573, -0.757167], [2.993180, 2.254941, 2.177605], [4.395093, 1.509205, 4.064272], [5.202082, -0.829112, 4.162064], [4.584906, -2.414871, 2.367896], [3.167459, -1.667249, 0.489844]], "atomic_forces_ev_per_a": [[-0.21, -0.40, -0.33], [-0.09, 0.02, -0.15], [0.04, 0.07, -0.19], [0.00, 0.01, 0.06], [0.11, 0.40, -0.24], [-0.02, -0.04, 0.18], [0.06, -0.04, -0.09], [0.00, 0.01, 0.04], [0.00, 0.00, -0.02], [0.00, 0.04, 0.01], [0.03, 0.01, -0.05], [0.06, 0.03, -0.03], [-0.03, 0.02, 0.00], [-0.06, 0.04, 0.06], [0.02, -0.10, 0.09], [0.02, -0.01, 0.03], [-0.03, -0.01, 0.00], [0.01, -0.02, -0.02], [0.00, 0.00, 0.03], [-0.01, 0.01, -0.01], [0.00, 0.02, 0.01], [0.09, -0.06, -0.08], [0.01, 0.00, 0.04], [0.00, -0.01, -0.01], [0.00, 0.00, 0.00], [0.00, -0.01, -0.01], [0.00, 0.03, 0.01], [0.00, -0.04, -0.02], [-0.01, 0.02, 0.02], [-0.02, 0.04, 0.14], [-0.01, 0.01, -0.02], [-0.09, 0.09, 0.21], [0.07, -0.13, 0.21], [0.00, 0.00, -0.01], [0.00, -0.01, 0.00], [0.00, 0.00, 0.00], [0.00, 0.00, -0.02], [-0.01, -0.03, -0.02], [-0.18, 0.03, 0.00], [0.05, -0.02, 0.05], [0.02, -0.04, -0.02], [0.26, -0.30, -0.24], [-0.14, 0.19, 0.27], [0.07, 0.10, 0.10], [-0.02, 0.02, 0.01], [0.01, 0.01, -0.01], [0.03, 0.04, -0.02], [-0.04, 0.01, 0.01], [0.01, -0.03, 0.01], [0.03, 0.00, -0.01], [0.00, 0.05, 0.00], [0.00, -0.03, 0.00], [0.00, 0.00, 0.01], [0.00, 0.01, 0.00], [0.00, -0.01, -0.01], [0.00, -0.01, 0.02], [0.00, 0.01, 0.00], [-0.03, -0.01, 0.02], [0.01, 0.00, 0.00], [0.00, 0.00, 0.00], [0.00, -0.01, 0.00], [0.01, 0.01, -0.01], [0.00, 0.00, 0.00], [0.00, 0.00, 0.00], [0.00, 0.00, 0.00], [0.00, 0.00, 0.00], [0.00, 0.00, 0.00]], "mulliken_charge": [2.001, -0.786, 0.613, -0.657, -0.799, -0.421, -0.406, -0.619, -0.602, -0.719, 0.818, 1.250, -0.617, -0.530, -0.795, 0.347, 0.565, 0.390, 0.395, 0.432, -0.178, 0.665, -0.623, 0.537, -0.270, -0.045, -0.799, -1.054, 0.069, -0.059, 0.568, 0.279, -0.873, 0.507, 0.447, 0.448, 0.315, -0.609, -0.133, 0.006, 4.030, -0.749, -0.563, 0.458, -0.587, 0.128, -0.936, -0.468, -0.868, -0.241, -0.871, -0.151, -0.881, -0.407, -0.857, -0.495, 0.310, 0.311, 0.442, 0.401, 0.403, 0.426, 0.479, 0.404, 0.403, 0.411, 0.407]}

{"formula": "C30H20BrF4IrN4O7S", "method": "ωB97M-V/def2-TZVPD", "homo_energy_ev": [-10.42, -10.33], "spin_multiplicity": 2, "charge": 1, "e_above_lowest_ev": 2.669, "lumo_energy_ha": [-0.1914, -0.2074], "energy_ha": -5376.6324, "s2": 0.790, "species": ["Ir", "Br", "C", "C", "C", "C", "C", "C", "N", "N", "C", "C", "C", "C", "O", "C", "N", "C", "C", "C", "C", "H", "H", "H", "H", "H", "H", "H", "H", "H", "C", "C", "C", "C", "C", "C", "C", "F", "C", "C", "C", "O", "C", "C", "N", "C", "C", "O", "O", "H", "H", "H", "H", "H", "H", "H", "H", "H", "H", "H", "F", "C", "F", "F", "S", "O", "O", "O"], "xyz": [[1.919965, 0.178810, -0.105254], [-1.368194, 6.869291, -2.063970], [-0.998529, 5.584919, -3.393952], [-0.342136, 5.968566, -4.554200], [-0.079102, 5.017268, -5.523855], [-0.430334, 3.687249, -5.315669], [-1.126886, 3.319526, -4.164746], [-1.411019, 4.272575, -3.204089], [-0.107181, 2.795378, -6.378490], [-0.007267, 1.570204, -6.226328], [0.341765, 0.936577, -5.027931], [-0.175352, -0.326617, -4.800665], [0.036703, -1.018852, -3.607993], [0.812239, -0.436585, -2.623620], [1.076196, -0.983727, -1.455943], [1.433911, 0.796347, -2.892091], [2.284780, 1.197814, -1.909859], [3.088205, 2.228364, -2.126011], [3.053873, 2.927533, -3.335281], [2.144655, 2.582004, -4.306650], [1.284613, 1.485128, -4.096835], [-0.055508, 7.000002, -4.700722], [0.408026, 5.287468, -6.451773], [-1.473662, 2.304838, -4.022465], [-1.957513, 4.003999, -2.310986], [-0.794067, -0.752534, -5.579564], [-0.393444, -1.996531, -3.440158], [3.776451, 2.496293, -1.337663], [3.745394, 3.743915, -3.480819], [2.117862, 3.127270, -5.239204], [-0.106849, -5.318318, 4.797293], [-0.668798, -3.933434, 5.082558], [-2.143521, -3.926093, 5.453400], [-2.997382, -4.390472, 4.283260], [-2.684634, -3.580620, 3.054219], [-3.603726, -3.445536, 2.040273], [-3.317021, -2.671878, 0.917205], [-4.243582, -2.586354, -0.042706], [-2.138416, -1.999359, 0.779238], [-1.182050, -2.123953, 1.796963], [0.088332, -1.439782, 1.674218], [0.228078, -0.623438, 0.701235], [1.045314, -1.703084, 2.642805], [0.720568, -2.484448, 3.730232], [-0.460902, -3.056598, 3.897312], [-1.444095, -2.920853, 2.923490], [2.420841, -1.179609, 2.548002], [3.175422, -1.167020, 3.484025], [2.817295, -0.796642, 1.336438], [-0.297091, -5.975893, 5.645018], [0.970390, -5.276261, 4.636345], [-0.562206, -5.758905, 3.909939], [-0.102775, -3.464661, 5.888118], [-2.434389, -2.913977, 5.744044], [-2.288264, -4.567165, 6.322112], [-4.056167, -4.290041, 4.520518], [-2.825198, -5.450246, 4.078707], [-4.567887, -3.933953, 2.104397], [-1.934143, -1.387163, -0.086329], [1.459382, -2.642310, 4.506608], [2.778714, 2.512235, 3.457303], [1.634062, 2.583362, 2.805258], [0.932933, 3.616699, 3.236788], [0.934773, 1.462797, 3.008077], [1.952571, 2.785314, 0.993103], [0.757994, 2.289432, 0.303630], [2.311774, 4.137970, 0.773182], [3.026209, 1.753764, 0.730511]], "atomic_forces_ev_per_a": [[-1.40, -0.53, -0.40], [0.01, -0.01, -0.01], [0.03, 0.05, -0.01], [-0.03, 0.02, 0.06], [0.04, -0.09, 0.01], [0.39, 0.01, 0.23], [-0.10, 0.11, 0.01], [-0.06, -0.02, -0.01], [-1.14, 0.04, -0.15], [1.18, -0.10, -0.63], [-0.34, -0.06, 0.59], [-0.06, 0.39, -0.25], [0.13, -0.04, 0.46], [-0.29, 0.24, -0.80], [0.37, -0.59, 0.77], [0.13, -0.44, -0.20], [0.46, 0.36, 0.57], [-0.10, 0.19, -0.06], [-0.02, -0.01, 0.01], [0.02, -0.06, 0.09], [0.04, -0.08, -0.22], [0.00, 0.01, 0.00], [0.00, 0.00, 0.00], [0.01, 0.01, -0.01], [0.00, 0.00, 0.01], [-0.04, -0.02, 0.04], [-0.01, -0.01, -0.03], [-0.04, 0.02, 0.03], [0.01, 0.00, -0.02], [0.02, -0.01, -0.01], [0.00, -0.02, -0.03], [-0.02, 0.00, 0.08], [0.00, 0.02, -0.02], [0.00, -0.01, 0.00], [-0.05, 0.02, 0.00], [0.00, -0.02, 0.05], [0.01, 0.05, -0.06], [0.03, 0.00, 0.04], [-0.04, 0.01, 0.02], [0.01, 0.19, -0.16], [-0.19, -0.36, 0.35], [0.43, 0.73, -0.16], [0.12, -0.01, 0.06], [-0.09, -0.05, 0.19], [0.08, 0.06, -0.07], [0.01, -0.03, -0.05], [-0.07, 0.19, 0.20], [0.00, -0.15, -0.15], [0.58, 0.22, -0.57], [0.01, 0.01, 0.01], [0.00, 0.00, 0.00], [-0.01, -0.01, 0.01], [0.01, -0.02, -0.01], [0.00, 0.00, 0.01], [0.01, -0.01, -0.01], [0.00, 0.00, 0.00], [0.00, 0.00, 0.01], [0.00, 0.00, 0.01], [-0.01, -0.01, -0.02], [0.02, 0.02, -0.02], [0.03, -0.03, 0.00], [0.00, 0.15, 0.01], [-0.06, -0.03, -0.02], [0.05, -0.08, 0.00], [-0.49, 0.31, -0.13], [-0.04, -0.22, 0.07], [0.36, -0.11, 0.11], [0.08, -0.21, 0.22]], "mulliken_charge": [2.364, -0.148, 0.078, -0.494, -0.036, -0.158, -0.080, -0.626, -0.445, -0.425, -0.223, -0.503, -0.724, 0.844, -0.841, 0.695, -0.564, -0.017, -1.172, -0.313, 0.364, 0.451, 0.518, 0.490, 0.443, 0.483, 0.510, 0.656, 0.443, 0.688, -1.344, -0.294, -1.059, -1.102, 1.065, -0.741, 0.064, -0.342, -1.032, 0.337, 1.966, -1.179, -0.248, -0.344, 0.128, -0.639, 0.376, -0.616, -0.654, 0.387, 0.401, 0.393, 0.505, 0.367, 0.422, 0.494, 0.362, 0.555, 0.650, 0.624, -0.201, 0.618, -0.202, -0.178, 1.220, -0.633, -0.550, -0.834]}

{"formula": "C30H20Cl5IrN5O4S2", "method": "ωB97M-V/def2-TZVPD", "homo_energy_ev": -5.15, "charge": -1, "e_above_lowest_ev": 0.000, "lumo_energy_ha": 0.0675, "energy_ha": -4931.7922, "species": ["Ir", "Cl", "C", "C", "C", "Cl", "C", "Cl", "C", "Cl", "C", "Cl", "C", "C", "C", "C", "C", "C", "C", "C", "C", "S", "C", "N", "H", "H", "H", "H", "H", "H", "H", "H", "C", "C", "C", "C", "C", "C", "C", "S", "O", "O", "N", "C", "C", "C", "O", "O", "H", "H", "H", "H", "H", "H", "H", "H", "H", "H", "H", "H", "N", "C", "C", "C", "N", "C", "N"], "xyz": [[1.650960, -1.121065, 0.043163], [-1.528932, -2.016227, -0.884715], [-0.463264, -3.317372, -0.466116], [0.884691, -3.066758, -0.130368], [1.598164, -4.262111, 0.105574], [3.279022, -4.257803, 0.551030], [1.041661, -5.546770, 0.046640], [1.988698, -6.958502, 0.362629], [-0.298587, -5.714878, -0.259361], [-1.005792, -7.286198, -0.315453], [-1.054738, -4.583152, -0.520494], [-2.724988, -4.790828, -0.915683], [3.329380, -1.752906, -2.590047], [4.201067, -1.634938, -1.381076], [5.609753, -1.656168, -1.512935], [6.401934, -1.575804, -0.413156], [5.817236, -1.485540, 0.870323], [6.581937, -1.421448, 2.054544], [5.945699, -1.363327, 3.264532], [4.544246, -1.372557, 3.341370], [3.765428, -1.423448, 2.205734], [2.027637, -1.471221, 2.256282], [4.413658, -1.468551, 0.945960], [3.638486, -1.539241, -0.193370], [3.937363, -1.894688, -3.481851], [2.711736, -0.863610, -2.715218], [2.651426, -2.601605, -2.481475], [6.031693, -1.732783, -2.505243], [7.481882, -1.588309, -0.502217], [7.662207, -1.415351, 1.983913], [6.522861, -1.308472, 4.178673], [4.058094, -1.332707, 4.307831], [-8.841406, 3.244628, -0.941164], [-7.439059, 3.041212, -0.434452], [-7.123274, 1.956288, 0.380790], [-5.830139, 1.757888, 0.833537], [-4.838270, 2.655856, 0.468074], [-5.128985, 3.747038, -0.335240], [-6.428430, 3.931917, -0.782765], [-3.188522, 2.411846, 1.062131], [-2.437572, 3.570707, 0.664960], [-3.242966, 2.018074, 2.439841], [-2.741717, 1.073162, 0.231351], [-2.410622, 1.243029, -1.185281], [-0.942984, 1.568573, -1.468522], [-0.044342, 0.452314, -1.024269], [0.754738, -0.122471, -1.805134], [-0.107690, 0.053256, 0.188490], [-9.546344, 2.594333, -0.424640], [-8.903068, 3.024505, -2.008902], [-9.163275, 4.277272, -0.801151], [-7.902945, 1.260216, 0.666611], [-5.582295, 0.918803, 1.470431], [-4.339487, 4.441586, -0.588905], [-6.661294, 4.785799, -1.408562], [-2.026094, 0.562302, 0.748803], [-3.042584, 2.034536, -1.590315], [-2.689571, 0.321012, -1.699716], [-0.652214, 2.482877, -0.945583], [-0.801018, 1.717767, -2.538146], [2.475135, 0.839470, 0.182180], [2.657840, 1.943724, 0.477453], [2.914726, 3.260844, 0.823481], [2.416509, 4.290919, -0.010365], [2.005292, 5.129015, -0.690250], [3.729824, 3.549284, 1.943664], [4.401501, 3.786784, 2.852113]], "atomic_forces_ev_per_a": [[0.01, 0.96, -0.03], [-0.33, -0.41, -0.10], [-0.05, -0.08, -0.12], [-0.17, 0.04, -0.06], [0.03, -0.10, 0.17], [-0.02, -0.04, -0.01], [0.01, 0.06, -0.01], [0.01, 0.03, -0.01], [0.02, 0.05, 0.01], [0.00, 0.01, -0.01], [0.01, -0.03, -0.01], [0.03, 0.07, 0.00], [-0.01, 0.00, 0.00], [0.01, -0.07, 0.06], [-0.02, 0.01, -0.01], [0.01, -0.01, -0.01], [0.02, 0.01, 0.01], [-0.01, 0.00, 0.01], [-0.02, -0.01, -0.01], [0.03, 0.01, 0.01], [-0.04, 0.03, 0.04], [0.16, -0.14, 0.11], [0.02, 0.02, -0.06], [0.01, -0.15, -0.20], [0.01, -0.01, 0.00], [0.01, 0.00, 0.00], [-0.01, 0.01, 0.00], [0.00, 0.00, 0.00], [0.00, 0.01, 0.00], [0.00, 0.00, 0.00], [0.00, 0.00, 0.00], [0.00, 0.01, 0.00], [0.00, 0.00, 0.00], [-0.01, 0.01, -0.01], [0.00, -0.01, 0.00], [0.00, 0.00, -0.01], [-0.01, 0.02, 0.00], [-0.01, -0.01, 0.02], [0.00, 0.00, 0.00], [-0.04, -0.08, 0.00], [0.00, 0.01, -0.03], [0.02, 0.03, 0.00], [0.06, 0.12, 0.01], [-0.05, -0.02, 0.00], [0.01, -0.02, -0.03], [-0.06, -0.10, 0.10], [0.18, -0.02, 0.12], [0.23, 0.00, -0.12], [0.00, 0.00, 0.00], [0.00, 0.00, 0.00], [0.00, 0.00, 0.00], [0.00, 0.00, 0.00], [0.00, 0.00, 0.00], [0.00, 0.00, 0.00], [0.00, 0.00, 0.00], [-0.04, -0.05, 0.02], [0.01, 0.00, -0.01], [-0.02, 0.04, -0.01], [-0.03, -0.01, 0.02], [0.02, 0.01, 0.00], [-0.11, -0.18, 0.17], [0.09, -0.08, 0.09], [0.00, 0.02, -0.15], [-0.01, 0.04, 0.10], [0.01, -0.02, -0.04], [-0.03, 0.00, -0.03], [0.01, 0.00, 0.01]], "mulliken_charge": [1.715, -0.173, 1.157, -1.185, 1.122, -0.171, -0.548, -0.206, 0.594, -0.212, -0.546, -0.206, -1.621, 1.119, -0.908, -0.934, 0.819, -0.959, -0.604, -0.439, 0.799, -0.572, -0.590, 0.360, 0.457, 0.234, 0.232, 0.445, 0.396, 0.371, 0.396, 0.419, -1.384, 0.974, -0.782, -0.577, -0.211, -0.213, -0.649, 1.495, -0.673, -0.768, -0.038, -1.218, -0.420, 0.612, -0.635, -0.754, 0.343, 0.292, 0.353, 0.298, 0.428, 0.527, 0.371, 0.332, 0.467, 0.440, 0.208, 0.400, -0.643, 0.751, -0.068, 0.059, -0.557, 0.012, -0.530]}